No. 1
Computed, not measured: a cluster of 2 separate species, C7H20NO2Si in total, with ωB97M-V/def2-TZVPD.

Each line ends with the natural charge from an NBO analysis.
Atoms and positions in Å:
C: 0.58 1.60 -1.55  -0.403
C: 0.96 2.02 0.79  -0.412
C: 2.90 1.67 -0.67  -0.398
C: -2.33 0.43 2.23  -0.227
C: -1.58 -2.35 -2.07  -0.240
C: -0.91 -2.57 1.34  -1.179
C: 1.26 -0.17 -0.05  -0.611
N: 1.39 1.26 -0.43  -0.225
O: -2.02 0.20 0.84  -0.945
O: -1.79 -1.29 -1.17  -0.927
Si: -1.22 -1.04 0.27  2.172
H: 1.24 1.45 -2.37  0.222
H: -0.28 1.00 -1.57  0.242
H: 0.37 2.64 -1.48  0.219
H: 1.28 1.52 1.68  0.233
H: 1.46 2.98 0.93  0.223
H: -0.06 2.27 0.53  0.233
H: 3.50 1.03 -0.19  0.235
H: 3.15 1.28 -1.67  0.216
H: 2.95 2.72 -0.76  0.236
H: -2.24 1.51 2.58  0.210
H: -1.56 -0.26 2.64  0.168
H: -3.27 0.02 2.43  0.200
H: -1.99 -3.28 -1.74  0.187
H: -0.41 -2.32 -2.12  0.177
H: -2.14 -2.29 -2.94  0.208
H: -0.80 -2.37 2.31  0.245
H: -1.76 -3.41 1.40  0.282
H: -0.20 -3.11 0.79  0.258
H: 1.78 -0.70 -0.86  0.194
H: 1.77 -0.45 0.88  0.208

## Properties
net charge: +1
E_HOMO: -12.660 eV
molar mass: 178.33 g mol⁻¹
energy relative to the best compared isomer or geometry (same formula, charge and spin): 4.155 eV
strongest force on any atom: 5.82 eV/Å
E_tot: -773.1188 hartree

No. 2
Computed, not measured: a structure of composition C69H91CrNO4PS4SbSi, with ωB97M-V/def2-TZVPD.

Each line ends with the Löwdin spin population.
Atoms and positions in Å:
Cr: 0.04 -0.71 0.56  3.003
S: 2.31 -1.54 4.38  0.008
C: 2.30 0.16 4.20  -0.010
C: 1.67 0.57 3.07  -0.002
C: 1.12 -0.48 2.28  -0.067
C: 1.42 -1.69 2.89  0.018
C: 1.14 -2.92 2.21  0.011
C: 1.44 -4.19 2.70  0.002
C: 1.26 -5.29 1.89  0.008
C: 0.78 -5.09 0.60  0.003
C: 0.46 -3.81 0.21  0.007
N: 0.60 -2.72 0.98  0.003
H: 2.78 0.77 4.96  -0.001
H: 1.61 1.62 2.80  0.000
H: 1.80 -4.30 3.72  0.000
H: 1.49 -6.29 2.24  0.000
H: 0.64 -5.91 -0.09  0.000
H: 0.08 -3.64 -0.78  0.000
O: -1.05 -1.28 -1.42  0.014
S: -0.92 -2.27 -2.54  0.003
C: -2.34 -3.38 -2.33  0.001
C: -2.10 -4.74 -2.25  0.000
C: -3.15 -5.60 -1.96  0.000
C: -4.43 -5.08 -1.77  0.000
C: -4.65 -3.72 -1.87  0.000
C: -3.61 -2.85 -2.15  0.000
C: -1.52 -1.48 -4.04  0.000
C: -2.01 -0.19 -4.06  0.000
C: -2.45 0.33 -5.27  0.000
C: -2.38 -0.42 -6.43  0.000
C: -1.87 -1.72 -6.39  0.000
C: -1.43 -2.25 -5.19  0.000
H: -1.10 -5.12 -2.40  0.000
H: -2.97 -6.66 -1.88  0.000
H: -5.25 -5.75 -1.54  0.000
H: -5.65 -3.32 -1.72  0.000
H: -3.77 -1.78 -2.22  0.000
H: -2.05 0.38 -3.14  0.000
H: -2.85 1.34 -5.30  0.000
H: -2.72 -0.01 -7.36  0.000
H: -1.83 -2.31 -7.29  0.000
H: -1.03 -3.26 -5.14  0.000
C: 3.36 5.11 1.04  0.000
C: 3.09 3.76 0.39  0.000
C: 3.72 2.63 1.21  0.001
C: 3.66 3.73 -1.02  0.000
O: 1.66 3.55 0.42  0.003
Si: 0.43 3.29 -0.60  0.008
S: -0.47 1.37 -0.29  0.036
O: -0.87 4.20 -0.26  0.001
C: -1.23 5.46 0.31  0.000
C: -2.59 5.25 0.96  0.000
C: -1.31 6.50 -0.81  0.000
C: -0.21 5.89 1.35  0.000
O: 0.95 3.46 -2.12  0.001
C: 0.40 3.28 -3.43  0.000
C: 0.68 1.86 -3.90  0.001
C: 1.12 4.28 -4.33  0.000
C: -1.10 3.55 -3.42  0.000
H: 4.43 5.26 1.18  0.000
H: 2.87 5.17 2.02  0.000
H: 2.98 5.91 0.41  0.000
H: 4.81 2.70 1.16  0.000
H: 3.40 1.67 0.81  0.001
H: 3.42 2.71 2.25  0.000
H: 4.74 3.82 -0.98  0.000
H: 3.25 4.55 -1.61  0.000
H: 3.38 2.80 -1.51  0.000
H: -3.28 4.81 0.23  0.000
H: -3.00 6.20 1.31  0.000
H: -2.51 4.57 1.80  0.000
H: -2.12 6.25 -1.51  0.000
H: -0.37 6.53 -1.35  0.000
H: -1.51 7.48 -0.39  0.000
H: -0.08 5.11 2.10  0.000
H: -0.53 6.81 1.84  0.000
H: 0.75 6.07 0.87  0.000
H: 1.76 1.67 -3.92  0.000
H: 0.27 1.70 -4.90  0.000
H: 0.23 1.15 -3.20  0.001
H: 2.19 4.08 -4.32  0.000
H: 0.95 5.30 -3.96  0.000
H: 0.75 4.21 -5.35  0.000
H: -1.59 2.85 -2.73  0.000
H: -1.52 3.43 -4.42  0.000
H: -1.30 4.56 -3.07  0.000
S: 1.91 -0.19 -0.81  -0.021
Sb: 3.92 -1.36 -1.10  -0.003
C: 4.13 -3.49 -1.28  0.000
C: 4.47 -4.10 -2.49  0.000
C: 4.59 -5.48 -2.55  0.000
C: 4.37 -6.25 -1.42  0.000
C: 4.05 -5.64 -0.22  0.000
C: 3.92 -4.26 -0.14  0.000
C: 5.38 -0.87 0.38  0.001
C: 6.60 -0.31 0.04  0.000
C: 7.53 -0.04 1.03  0.000
C: 7.24 -0.33 2.36  0.000
C: 6.02 -0.88 2.70  0.000
C: 5.08 -1.15 1.71  0.000
C: 4.55 -0.31 -2.84  -0.004
C: 4.93 1.01 -2.63  -0.001
C: 5.28 1.80 -3.71  0.000
C: 5.27 1.28 -5.00  -0.001
C: 4.85 -0.03 -5.21  0.000
C: 4.47 -0.82 -4.13  -0.001
H: 4.67 -3.50 -3.37  0.000
H: 4.86 -5.95 -3.49  0.000
H: 4.47 -7.32 -1.47  0.000
H: 3.90 -6.24 0.67  0.000
H: 3.67 -3.79 0.80  0.000
H: 6.84 -0.10 -1.00  0.000
H: 8.49 0.39 0.77  0.000
H: 7.97 -0.12 3.13  0.000
H: 5.79 -1.11 3.73  0.000
H: 4.11 -1.56 1.98  0.000
H: 4.94 1.42 -1.63  0.000
H: 5.56 2.84 -3.55  0.000
H: 5.58 1.88 -5.84  0.000
H: 4.81 -0.43 -6.21  0.000
H: 4.10 -1.82 -4.31  0.000
C: -6.21 0.79 0.53  0.000
C: -5.76 -0.53 -0.09  0.000
C: -4.56 -1.12 0.67  0.000
C: -3.73 -0.02 1.35  -0.006
C: -3.70 1.18 0.40  0.001
C: -5.09 1.84 0.39  0.000
P: -2.05 -0.58 1.93  -0.019
C: -2.33 -2.23 2.76  -0.002
C: -3.42 -2.31 3.85  -0.001
C: -3.88 -3.77 4.09  0.000
C: -2.73 -4.73 3.86  0.000
C: -2.34 -4.73 2.37  0.000
C: -2.57 -3.35 1.74  0.001
C: -1.74 0.58 3.38  0.000
C: -1.21 1.95 2.94  0.000
C: -0.97 2.82 4.17  0.000
C: -2.32 3.22 4.81  0.000
C: -3.42 2.23 4.41  0.000
C: -2.90 0.79 4.40  -0.001
H: -6.44 0.63 1.59  0.000
H: -7.13 1.14 0.06  0.000
H: -5.50 -0.34 -1.14  0.000
H: -6.59 -1.24 -0.09  0.000
H: -3.93 -1.68 -0.03  0.000
H: -4.93 -1.83 1.42  0.000
H: -4.25 0.29 2.26  -0.001
H: -3.44 0.83 -0.60  0.000
H: -2.95 1.91 0.66  0.001
H: -5.22 2.39 -0.55  0.000
H: -5.17 2.57 1.20  0.000
H: -1.36 -2.42 3.23  0.000
H: -4.30 -1.72 3.57  0.000
H: -3.03 -1.91 4.78  0.000
H: -4.70 -4.02 3.43  0.000
H: -4.25 -3.85 5.12  0.000
H: -3.01 -5.74 4.17  0.000
H: -1.87 -4.44 4.48  0.000
H: -2.94 -5.47 1.84  0.000
H: -1.29 -5.02 2.27  0.000
H: -3.59 -3.29 1.37  0.000
H: -1.91 -3.22 0.87  0.001
H: -0.92 0.07 3.90  0.000
H: -1.92 2.46 2.29  0.000
H: -0.30 1.84 2.35  0.000
H: -0.40 3.72 3.89  0.000
H: -0.36 2.26 4.89  0.000
H: -2.60 4.22 4.49  0.000
H: -2.22 3.24 5.89  0.000
H: -3.82 2.48 3.42  0.000
H: -4.25 2.30 5.11  0.000
H: -3.74 0.13 4.20  0.000
H: -2.53 0.55 5.40  0.000

## Properties
net charge: +1
expectation value of S²: 3.824
E_HOMO (alpha / beta): -9.347 / -9.416 eV
molar mass: 1359.57 g mol⁻¹
multiplicity: 4
strongest force on any atom: 1.12 eV/Å
E_tot: -6547.9345 hartree

No. 3
Computed, not measured: the molecule C3H8N2O3S, with ωB97M-V/def2-TZVPD.

Each line ends with the natural charge from an NBO analysis.
Atoms and positions in Å:
C: -0.21 0.13 -0.26  0.254
C: 1.48 1.79 0.10  -0.452
C: 0.17 -2.20 -0.03  -0.414
N: 0.26 1.33 -0.48  -0.583
N: 0.63 -0.79 -0.04  -0.561
O: -2.41 1.47 -0.48  -0.963
O: -2.16 -0.12 1.41  -0.931
O: -2.58 -1.03 -0.81  -0.946
S: -2.21 0.09 0.03  2.429
H: 1.56 2.82 0.46  0.242
H: 1.54 1.29 1.03  0.196
H: 2.42 1.58 -0.52  0.201
H: 0.81 -2.90 -0.65  0.209
H: -0.82 -2.35 -0.31  0.258
H: 0.41 -2.58 1.05  0.201
H: -0.53 1.99 -0.67  0.455
H: 1.64 -0.53 0.17  0.405

## Properties
net charge: 0
E_HOMO: -10.158 eV
molar mass: 152.18 g mol⁻¹
energy relative to the best compared isomer or geometry (same formula, charge and spin): 2.126 eV
strongest force on any atom: 5.57 eV/Å
E_tot: -852.4731 hartree

No. 4
Computed, not measured: a structure of composition C62H49As2BrF4HfP2S4Se4Si, with ωB97M-V/def2-TZVPD.

Each line ends with the Mulliken charge.
Atoms and positions in Å:
Hf: 3.27 0.67 -2.31  -0.512
F: 4.81 -8.43 -0.94  -0.322
C: 4.31 -7.22 -0.65  0.562
C: 4.07 -6.87 0.66  0.231
F: 4.34 -7.73 1.64  -0.318
C: 3.55 -5.61 0.94  0.133
F: 3.35 -5.34 2.23  -0.429
C: 3.26 -4.68 -0.05  -0.030
P: 2.52 -3.02 0.37  0.725
C: 3.53 -2.47 1.78  0.303
C: 4.86 -2.84 1.97  -0.526
C: 5.60 -2.24 2.98  -0.796
C: 5.03 -1.27 3.79  -0.563
C: 3.72 -0.89 3.58  -0.652
C: 2.98 -1.47 2.57  -0.658
C: 1.00 -3.70 1.14  0.556
C: 0.77 -3.89 2.50  0.202
C: -0.45 -4.38 2.95  -0.897
C: -1.45 -4.71 2.04  -0.155
C: -1.23 -4.52 0.68  -0.410
C: -0.02 -4.01 0.24  -0.807
C: 3.50 -5.07 -1.37  -0.164
Br: 3.08 -3.97 -2.84  -0.060
C: 4.02 -6.32 -1.66  0.165
F: 4.25 -6.71 -2.92  -0.342
H: 5.33 -3.57 1.32  0.423
H: 6.65 -2.50 3.10  0.351
H: 5.63 -0.78 4.55  0.344
H: 3.28 -0.09 4.18  0.392
H: 1.96 -1.13 2.38  0.448
H: 1.54 -3.64 3.22  0.399
H: -0.62 -4.51 4.01  0.411
H: -2.41 -5.08 2.39  0.384
H: -2.01 -4.76 -0.03  0.433
H: 0.14 -3.83 -0.82  0.322
S: 7.07 0.62 1.01  -0.507
As: 5.53 0.56 -0.38  0.245
S: 4.91 -1.27 -1.41  -0.250
S: 3.48 1.20 0.22  -0.150
S: 5.59 1.78 -2.22  -0.326
Se: 1.16 -0.97 -1.99  0.435
Se: 0.56 0.45 -3.74  -0.221
Se: 1.73 -0.31 -5.64  -0.275
Se: 3.91 0.05 -4.82  -0.352
C: -2.46 -1.34 2.61  -1.305
C: -3.73 -0.50 2.49  -1.166
As: -5.18 -1.26 3.58  0.221
C: -5.25 -2.99 2.66  0.204
C: -5.20 -3.09 1.28  0.060
C: -5.19 -4.33 0.66  -0.623
C: -5.23 -5.49 1.43  -0.429
C: -5.29 -5.40 2.81  -0.539
C: -5.29 -4.15 3.42  -0.602
C: -6.69 -0.43 2.63  0.296
C: -6.58 0.78 1.96  -0.102
C: -7.68 1.35 1.34  -0.709
C: -8.91 0.71 1.38  -0.386
C: -9.04 -0.49 2.06  -0.606
C: -7.94 -1.06 2.68  -0.320
P: -0.96 -0.70 1.74  1.135
C: -0.53 0.80 2.69  1.031
C: -1.10 1.21 3.89  -0.965
C: -0.58 2.30 4.57  -0.766
C: 0.52 2.99 4.07  -0.767
C: 1.11 2.57 2.89  -0.857
C: 0.59 1.48 2.21  -0.364
C: -1.75 -0.07 0.22  0.520
C: -2.37 -1.01 -0.60  -0.034
C: -2.95 -0.63 -1.80  -0.727
C: -2.90 0.70 -2.21  -0.935
C: -2.27 1.64 -1.41  -0.159
C: -1.71 1.26 -0.20  -0.399
H: -2.65 -2.32 2.16  0.078
H: -2.18 -1.55 3.65  0.825
H: -4.05 -0.47 1.45  0.409
H: -3.57 0.54 2.80  0.961
H: -5.16 -2.19 0.67  0.320
H: -5.13 -4.39 -0.42  0.453
H: -5.22 -6.46 0.94  0.367
H: -5.32 -6.30 3.41  0.386
H: -5.31 -4.09 4.50  0.335
H: -5.62 1.28 1.90  0.322
H: -7.57 2.28 0.81  0.383
H: -9.77 1.16 0.89  0.358
H: -10.00 -1.00 2.09  0.362
H: -8.04 -2.01 3.19  0.331
H: -1.94 0.67 4.31  0.330
H: -1.03 2.61 5.51  0.373
H: 0.92 3.84 4.61  0.415
H: 1.98 3.07 2.49  0.513
H: 1.09 1.12 1.32  0.022
H: -2.37 -2.06 -0.32  0.221
H: -3.42 -1.38 -2.43  0.429
H: -3.33 0.99 -3.16  0.333
H: -2.19 2.67 -1.74  0.317
H: -1.22 2.00 0.41  0.124
C: -0.96 5.42 -0.42  -0.734
C: -0.19 4.39 0.10  0.022
C: 0.75 3.76 -0.72  0.634
C: 0.96 4.16 -2.04  0.054
C: 0.19 5.22 -2.52  -0.058
C: -0.77 5.84 -1.73  -0.797
Si: 2.42 3.38 -2.98  0.436
C: 3.69 4.80 -2.79  0.392
C: 4.35 4.90 -1.56  -0.332
C: 5.20 5.95 -1.27  -0.735
C: 5.43 6.94 -2.22  -0.383
C: 4.79 6.86 -3.45  -0.693
C: 3.93 5.80 -3.72  -0.162
C: 1.93 3.47 -4.82  1.114
C: 0.60 3.46 -5.27  -0.351
C: 0.28 3.44 -6.62  -0.559
C: 1.28 3.42 -7.57  -0.564
C: 2.61 3.42 -7.16  -0.575
C: 2.92 3.44 -5.81  -0.627
H: -1.71 5.91 0.20  0.362
H: -0.32 4.07 1.12  0.283
H: 1.36 2.95 -0.33  -0.490
H: 0.35 5.57 -3.54  0.398
H: -1.36 6.66 -2.13  0.362
H: 4.20 4.12 -0.82  0.320
H: 5.70 6.00 -0.31  0.412
H: 6.10 7.76 -2.01  0.334
H: 4.96 7.62 -4.21  0.374
H: 3.44 5.77 -4.69  0.279
H: -0.20 3.46 -4.54  0.379
H: -0.76 3.42 -6.92  0.372
H: 1.04 3.40 -8.63  0.333
H: 3.41 3.39 -7.89  0.368
H: 3.96 3.42 -5.51  0.416

## Properties
net charge: -2
E_HOMO: -2.321 eV
molar mass: 1812.45 g mol⁻¹
energy relative to the best compared isomer or geometry (same formula, charge and spin): 0.000 eV
strongest force on any atom: 0.86 eV/Å
E_tot: -22056.0858 hartree

- Number 2 is which compound?
  C69H91CrNO4PS4SbSi